The following is a DFT calculation (wB97M-V/def2-TZVPD) of C28H26AsFeN5O3S as an isolated structure.

As for the charge: +1. As for the spin multiplicity: 2. The calculation puts the relative energy (zero: lowest compared OMol25 entry of this formula, charge and spin) at 58.83 kJ/mol. The HOMO-LUMO gap (alpha / beta) is 7.372 / 7.029 eV. Its HOMO energy (alpha / beta) is -10.975 / -10.975 eV. The lowest unoccupied orbital energy (alpha / beta) is -3.60 / -3.95 eV.

CARTESIAN COORDINATES (ANGSTROEM)
H 3.53 5.23 1.73
H -3.95 -1.97 -2.53
C 4.05 -2.88 2.52
N 3.32 2.34 -0.07
H 4.57 3.97 -0.16
H 4.09 1.69 0.07
S 2.00 0.04 -0.39
C -0.59 -2.53 4.97
H 2.88 4.31 -0.51
C -1.21 -6.06 -0.38
C 3.55 3.76 0.15
N -0.80 0.85 2.42
C -2.26 -2.38 2.73
C -3.18 1.30 -2.14
C -1.99 1.13 -1.46
N -0.05 1.82 -0.45
H -2.90 -2.30 1.87
C 1.73 -2.60 2.02
C -1.25 3.61 -1.62
C -3.42 -1.08 -2.23
C 2.11 1.80 -0.21
H -3.52 2.30 -2.37
O -1.64 0.46 1.54
O 0.41 0.66 2.04
H 3.99 3.61 2.27
N -1.54 -0.12 -1.16
C 0.35 -5.23 -2.01
H -2.20 4.03 -1.28
C -1.07 2.23 -1.11
H -1.25 3.62 -2.71
H -1.83 -2.15 -1.27
H 3.27 -2.71 0.52
H 2.30 3.98 1.89
As 0.15 -2.33 0.98
H 4.54 -3.01 4.60
C -1.03 -4.92 0.38
C -0.52 -6.22 -1.58
C 0.53 -4.08 -1.26
C -2.24 -1.19 -1.53
C -1.96 -2.46 5.12
H 0.89 -5.36 -2.94
H 1.20 -3.31 -1.61
C 3.04 -2.73 1.58
H -1.88 -6.84 -0.04
H -2.39 -2.46 6.11
C 2.43 -2.77 4.31
H -0.66 -7.12 -2.16
H 2.22 -2.80 5.37
H -3.87 -2.33 4.14
C 3.74 -2.90 3.87
C 1.41 -2.64 3.38
C -0.88 -2.46 2.59
C -0.03 -2.54 3.70
Fe -0.12 0.00 0.24
O -1.10 1.30 3.48
H 5.08 -2.99 2.19
C 3.33 4.17 1.60
H -1.56 -4.80 1.32
N 1.05 2.57 -0.24
C -0.16 -3.93 -0.06
C -2.80 -2.39 4.01
H 0.05 -2.59 5.84
H -4.84 0.31 -3.07
C -3.91 0.19 -2.53
H -0.44 4.24 -1.26

Atomic partial charges in e from the Mulliken method, atoms 1 to 2:
1 H 0.36
2 H 0.45

The following is a DFT calculation (wB97M-V/def2-TZVPD) of C28H26Cl2CrN4O2P2 as an isolated structure.

As for the charge: +1. As for the spin multiplicity: 2. The HOMO-LUMO gap (alpha / beta) is 5.859 / 6.503 eV. Its HOMO energy (alpha / beta) is -10.382 / -10.344 eV. The lowest unoccupied orbital energy (alpha / beta) is -4.52 / -3.84 eV.

CARTESIAN COORDINATES (ANGSTROEM)
Cl -4.10 6.31 1.26
C 3.84 -2.47 2.01
P 0.17 -2.88 0.16
N -2.22 1.80 -0.42
C -0.52 4.96 0.11
C -1.54 5.78 0.56
C 0.28 1.48 2.26
H 1.09 2.11 1.90
C 3.79 -1.15 2.43
H 4.99 0.52 -2.64
H 0.48 5.35 -0.01
H 3.61 -1.57 -2.56
C 0.89 -4.07 -1.09
C 3.36 1.72 -1.93
C -0.79 3.63 -0.20
C -3.18 -0.20 -1.14
H -4.81 -2.88 -2.40
O -4.51 1.52 -0.17
H -2.46 -3.37 -3.09
H -2.04 -0.03 2.39
Cl -1.20 7.42 0.94
C 2.78 -3.02 1.32
C 1.88 -0.54 -1.87
H -5.25 -0.72 -1.18
C 3.19 -0.62 -2.28
H -1.74 -1.61 1.66
C 2.03 1.71 -1.52
C -1.69 -1.60 -2.16
H 4.72 -3.07 2.23
C 1.65 -2.27 1.06
H 0.36 -4.93 1.48
H 2.65 0.64 2.50
C 1.37 2.97 -1.04
P 0.04 0.00 1.20
C -2.84 5.28 0.71
H 1.27 -1.44 -1.81
O 1.96 4.03 -1.00
C -2.70 -2.48 -2.52
C -3.13 3.96 0.41
H -0.64 2.07 2.22
C -0.38 -4.13 1.41
H -0.87 -1.13 3.13
C -4.25 -1.02 -1.46
H -0.50 -3.67 2.38
H 4.62 -0.72 2.95
H 0.65 -3.74 -2.10
H 0.44 -5.05 -0.94
C -4.01 -2.20 -2.15
C -2.11 3.12 -0.05
C -1.29 -0.78 2.19
H 0.47 1.18 3.29
H 1.97 -4.14 -0.99
Cr -0.60 0.94 -0.88
C 2.66 -0.39 2.17
N -1.90 -0.49 -1.46
N 1.28 0.59 -1.51
C -3.41 1.14 -0.50
H -0.67 -1.80 -2.46
H 3.89 2.66 -1.91
C 1.57 -0.95 1.51
C 3.96 0.54 -2.33
H 2.84 -4.05 0.99
N 0.10 2.68 -0.67
H -1.33 -4.54 1.08
H -4.13 3.59 0.52

Atomic partial charges in e from the Mulliken method, atoms 1 to 2:
1 Cl -0.19
2 C -0.94

The following is a DFT calculation (wB97M-V/def2-TZVPD) of C28H26EuN7O3S as an isolated structure.

As for the charge: +2. As for the spin multiplicity: 7. The calculation puts the relative energy (zero: lowest compared OMol25 entry of this formula, charge and spin) at 50.13 kJ/mol. The HOMO-LUMO gap (alpha / beta) is 8.532 / 9.250 eV. Its HOMO energy (alpha / beta) is -14.612 / -14.613 eV. The lowest unoccupied orbital energy (alpha / beta) is -6.08 / -5.36 eV.

CARTESIAN COORDINATES (ANGSTROEM)
H -2.54 2.79 -0.62
C -0.37 -3.66 1.46
H -2.08 1.80 0.77
C -1.80 -3.73 3.43
H 3.17 0.40 -2.45
C -0.10 -1.09 -4.47
C -0.87 1.15 -4.14
C 3.85 -0.31 0.61
O 0.79 -2.59 -0.40
C -0.27 2.37 -2.03
H -0.97 3.11 -2.42
Eu 0.48 -0.21 0.13
H 0.44 4.00 -0.46
H -0.36 -5.37 0.16
C -0.29 1.13 -2.89
C -2.56 0.68 -0.96
H -4.32 1.68 -1.67
H 3.58 -0.48 1.64
H 0.00 -1.98 -5.07
H -1.98 -6.59 1.60
N 1.11 1.71 1.66
C 1.31 4.04 2.13
C -2.17 -5.02 3.03
H 6.03 -0.70 0.45
H 0.94 -1.89 -2.78
C 0.43 -1.03 -3.20
C 3.59 0.14 -1.49
C -0.77 0.03 -4.95
N -1.89 -0.47 -0.82
H -0.94 3.83 0.59
C -0.76 -4.91 1.06
C -3.66 -1.62 -1.93
H 1.07 5.05 1.85
C -0.07 3.30 0.20
C -4.35 -0.44 -2.07
H -1.38 2.04 -4.49
H 2.88 2.18 4.48
H -1.84 -2.49 -1.18
C 2.07 3.77 3.25
C 0.84 2.98 1.36
C -1.97 1.91 -0.31
C -3.80 0.73 -1.58
C 0.59 -2.71 0.82
H 0.73 2.80 -2.11
H -2.19 -3.28 4.33
S -0.17 -1.49 2.76
H 5.60 -0.14 -2.00
C -1.67 -5.59 1.87
C 5.07 -0.43 0.04
C -2.42 -1.59 -1.30
H 2.44 4.58 3.87
C -0.89 -3.09 2.62
N 2.92 0.05 -0.35
N 1.05 -1.76 1.70
H 2.00 0.42 3.02
C 1.83 1.46 2.77
N 0.35 0.05 -2.42
C 2.32 2.45 3.59
O -0.98 -0.52 1.97
H -2.87 -5.57 3.65
N 4.88 -0.14 -1.29
H -5.32 -0.42 -2.56
O 0.23 -1.10 4.06
H -1.21 0.02 -5.94
H -4.05 -2.56 -2.30
N -0.52 2.12 -0.59

Atomic partial charges in e from the Mulliken method, atoms 1 to 2:
1 H 0.55
2 C 0.36

The following is a DFT calculation (wB97M-V/def2-TZVPD) of C28H26F3NO5PPd as an isolated structure.

As for the charge: +1. As for the spin multiplicity: 5. The calculation puts the relative energy (zero: lowest compared OMol25 entry of this formula, charge and spin) at 147.45 kJ/mol. The HOMO-LUMO gap (alpha / beta) is 8.453 / 5.651 eV. Its HOMO energy (alpha / beta) is -11.075 / -11.723 eV. The lowest unoccupied orbital energy (alpha / beta) is -2.62 / -6.07 eV.

CARTESIAN COORDINATES (ANGSTROEM)
H 5.36 -5.24 -0.17
H -0.30 4.39 4.32
O -1.52 -1.18 1.31
O -3.97 0.47 -0.24
F 2.43 5.46 4.73
Pd -1.10 -0.52 -0.82
C -5.21 -0.18 -0.02
H 3.15 -2.46 -2.55
C 3.33 -2.94 -1.60
H -1.29 2.77 2.72
C 1.59 -0.35 -2.07
H 2.60 2.51 -3.56
C 1.16 -0.42 -4.44
C 2.18 1.52 -3.45
C -0.51 3.45 2.40
C -0.49 2.37 0.23
C -0.04 3.40 1.08
C 2.12 0.93 -2.20
C 4.33 -3.89 -1.48
C 0.96 4.29 0.66
H 2.49 1.45 -1.33
H 1.47 0.80 0.84
H -5.50 -0.12 1.03
O -2.38 -1.75 -2.16
C 1.99 -0.15 0.86
C 1.05 5.21 2.86
C 3.82 -4.16 0.86
H -4.03 1.39 0.04
H 4.92 -4.15 -2.35
C 4.58 -4.49 -0.26
C -0.76 1.40 -0.49
H -4.65 -1.87 2.13
H 1.76 -0.64 1.81
C 2.59 -2.57 -0.48
F 2.44 7.07 3.29
H 3.07 -0.01 0.78
C -5.06 -1.62 -0.48
C 1.70 0.85 -4.57
O -2.97 -0.21 2.76
C -2.07 -2.61 -1.29
H 0.78 -0.94 -5.32
H 1.30 4.26 -0.37
O -0.91 -2.93 -0.97
C 1.66 6.15 3.87
H 4.01 -4.63 1.81
P 1.39 -1.21 -0.49
H -6.03 -2.12 -0.36
C -2.60 -0.98 1.91
C -3.78 -2.19 1.58
C 0.04 4.36 3.29
H -3.87 -3.80 -1.28
H -4.79 -1.61 -1.53
C 1.09 -1.02 -3.20
H 2.21 -2.96 1.61
C 2.82 -3.21 0.75
H 0.66 -2.01 -3.09
N -4.05 -2.40 0.24
F 0.72 6.78 4.58
H 1.75 1.32 -5.54
H -2.80 -4.06 0.13
C 1.49 5.20 1.55
H -6.00 0.28 -0.62
H 2.27 5.88 1.23
C -3.24 -3.32 -0.53
H -3.31 -3.06 2.04

Atomic partial charges in e from the Mulliken method, atoms 1 to 2:
1 H 0.40
2 H 0.42

The following is a DFT calculation (wB97M-V/def2-TZVPD) of C28H26MgN5S as an isolated structure.

As for the charge: +1. As for the spin multiplicity: 1. The HOMO-LUMO gap is 8.033 eV. Its HOMO energy is -10.244 eV. The lowest unoccupied orbital energy is -2.21 eV.

CARTESIAN COORDINATES (ANGSTROEM)
H 0.61 -3.18 -0.68
Mg 0.21 0.09 0.12
C -1.87 0.53 3.88
C 3.10 -1.91 -2.15
H 5.23 -1.76 -1.88
H 0.87 5.30 1.13
N -0.89 -1.75 -0.42
C -1.67 -1.77 3.27
H 3.13 -2.91 -2.56
H -2.02 -1.09 5.27
C 1.18 4.29 1.36
H -2.05 -3.05 0.79
N 1.80 -0.03 -1.48
C -1.45 -1.36 1.97
H -2.59 -2.10 -1.64
C 2.19 0.27 2.16
C -1.65 0.85 2.56
C 3.13 -1.84 2.97
H -1.63 1.88 2.23
C 2.56 2.73 2.54
H -2.03 1.32 4.61
H 2.75 4.85 2.73
H -1.67 -2.82 3.52
C 2.21 -2.00 1.97
C -0.92 1.94 -2.24
H -0.80 -3.42 -1.71
H -0.34 -2.99 1.18
C -2.71 1.34 -3.68
H -3.34 1.54 -4.54
H -0.11 2.59 -1.95
C 4.27 -1.26 -1.78
H -0.05 -1.22 -2.92
H 2.84 1.60 -0.76
C 0.61 -1.95 -2.43
C 1.62 -0.79 1.48
C 2.22 4.03 2.26
H 3.36 2.50 3.23
C 4.19 0.04 -1.30
H 0.86 -2.70 -3.19
H -0.28 3.37 0.11
C -2.02 -0.05 -1.87
C 2.94 0.60 -1.16
C -1.72 2.24 -3.32
H -3.59 -0.57 -3.23
C -0.13 -2.67 -1.29
C -2.85 0.17 -2.96
C -2.15 -1.30 -1.04
H -2.86 -1.08 -0.24
N -1.08 0.83 -1.50
C 1.88 -1.26 -2.00
H 3.69 -2.60 3.49
N 0.88 1.94 1.03
C 1.88 1.68 1.92
N -1.42 -0.07 1.61
H 1.97 -3.00 1.61
C -1.19 -2.38 0.88
S 3.38 -0.20 3.35
C -1.87 -0.81 4.24
H -1.55 3.16 -3.87
H 5.07 0.59 -1.03
C 0.55 3.21 0.79

Atomic partial charges in e from the Mulliken method, atoms 1 to 2:
1 H 0.40
2 Mg 2.44

The following is a DFT calculation (wB97M-V/def2-TZVPD) of C28H26MoN6O4S as an isolated structure.

As for the charge: +2. As for the spin multiplicity: 1. The calculation puts the relative energy (zero: lowest compared OMol25 entry of this formula, charge and spin) at 11.90 kJ/mol. The HOMO-LUMO gap (alpha / beta) is 6.601 / 6.599 eV. Its HOMO energy (alpha / beta) is -13.411 / -13.411 eV. The lowest unoccupied orbital energy (alpha / beta) is -6.81 / -6.81 eV.

CARTESIAN COORDINATES (ANGSTROEM)
N 2.04 3.83 0.83
C -2.72 4.82 0.81
H -0.16 -5.98 1.17
H 1.50 -6.12 0.65
C 4.57 1.26 -2.45
H -4.50 -1.08 -0.44
H 1.43 -6.77 -1.64
C -0.06 4.83 1.41
C 0.72 -5.40 0.89
H -0.99 1.29 1.95
H -2.12 3.24 -0.57
C -1.51 -2.11 1.78
H -3.77 4.79 0.54
H -3.63 -0.51 -3.79
C -3.38 -0.05 -1.84
N 2.92 2.32 -1.12
H -3.14 -3.10 2.77
N -3.87 -0.77 -2.85
C -2.66 -2.14 2.59
H -0.46 6.38 2.80
C -3.19 -0.99 3.11
H 1.04 -4.84 1.77
C -2.62 0.27 2.85
C 1.41 4.75 1.70
H -0.41 -2.02 -3.15
H 6.61 1.78 -2.03
H -4.09 -1.06 3.72
C -0.88 -0.84 1.61
H 2.81 -5.78 -1.17
O 0.60 1.09 0.23
C 5.23 2.79 -0.73
C -0.76 -2.52 -1.10
N -3.80 -0.37 -0.60
C 0.41 -0.87 1.10
H 2.26 -5.79 -2.84
O 4.23 4.46 1.36
H 4.80 0.57 -3.26
S -2.29 1.20 -2.14
C -2.24 5.71 1.75
C 1.92 -5.81 -1.81
H -3.07 1.17 3.26
Mo 0.94 2.62 -0.31
H -3.47 0.17 0.17
O 1.93 5.41 2.55
C -0.89 5.72 2.07
C -0.17 -2.70 -2.34
C 3.45 3.83 0.71
H 2.44 0.99 -2.62
H 1.14 -3.90 -3.52
N -0.53 3.98 0.48
C -1.84 3.96 0.18
H 5.96 3.33 -0.15
H -2.91 6.40 2.24
C 0.99 -4.66 -1.53
C 3.25 1.48 -2.11
C 0.43 -4.48 -0.26
H -1.42 -4.10 1.62
C 5.57 1.93 -1.77
N -1.05 -3.25 1.21
O 1.41 -1.32 0.85
C 0.69 -3.76 -2.55
H -1.46 -1.71 -0.94
C -0.44 -3.40 -0.07
C 3.89 2.95 -0.44
H -4.58 -1.48 -2.72
C -1.48 0.35 2.12

Atomic partial charges in e from the Mulliken method, atoms 1 to 2:
1 N -0.16
2 C -0.80

The following is a DFT calculation (wB97M-V/def2-TZVPD) of C28H26N5O2Tc as an isolated structure.

As for the charge: +3. As for the spin multiplicity: 4. The HOMO-LUMO gap (alpha / beta) is 7.573 / 6.230 eV. Its HOMO energy (alpha / beta) is -16.260 / -16.969 eV. The lowest unoccupied orbital energy (alpha / beta) is -8.69 / -10.74 eV.

CARTESIAN COORDINATES (ANGSTROEM)
C -3.59 0.03 -0.04
C -5.01 0.03 -0.04
C -0.49 0.19 -4.40
H -1.94 -0.04 2.71
H -7.61 -2.13 -0.15
C 0.62 -5.27 0.92
H 1.70 -5.22 0.79
C -7.76 0.01 -0.05
H -8.84 0.01 -0.05
C 3.15 -0.28 3.95
C -7.08 1.23 0.01
C -0.55 -0.12 4.36
N 1.70 -0.02 -0.01
H 3.54 0.34 -4.97
H 1.17 0.30 -5.74
H 5.15 0.32 -3.10
H 4.41 0.18 -0.82
C 1.81 0.21 -3.68
C -5.70 1.25 0.02
C 1.76 -0.20 3.67
H -1.13 2.69 0.06
H -5.16 2.18 0.06
C -7.07 -1.19 -0.10
H -1.32 -0.11 5.11
H -7.63 2.16 0.06
N 0.00 -0.08 2.04
C -5.69 -1.20 -0.10
C 0.78 -0.19 4.69
C -0.90 -0.08 3.01
H -1.90 0.08 -2.76
H -5.14 -2.13 -0.15
C 4.05 -0.30 2.92
Tc -0.36 0.00 -0.02
H 0.65 -2.77 1.38
H -1.26 0.21 -5.16
C 3.20 0.27 -3.94
H 4.40 -0.27 0.84
H 3.48 -0.33 4.98
C -0.80 -4.56 -1.08
C 2.30 0.08 -1.26
H -0.91 -5.64 -1.12
N -2.44 0.03 -0.03
C 0.84 0.24 -4.71
N -0.04 -4.22 0.13
H 0.26 -6.23 0.58
H 0.36 -5.16 1.97
H -0.28 -4.22 -1.97
C 1.37 0.12 -2.35
N 0.03 0.09 -2.07
O -0.35 2.12 0.07
C 3.63 -0.23 1.59
H 0.44 2.66 0.02
H -1.79 -4.10 -1.04
C 2.28 -0.12 1.25
C -0.86 0.12 -3.05
C 4.09 0.26 -2.90
H 1.10 -0.23 5.72
O -0.46 -2.02 -0.17
C 1.34 -0.13 2.33
H 5.11 -0.38 3.13
C 0.08 -2.97 0.48
C 3.65 0.17 -1.58

Atomic partial charges in e from the Mulliken method, atoms 1 to 2:
1 C 0.26
2 C 0.61